[1]
A structure of composition C25H14N5S2W. Source: the OMol25 dataset; level of theory: the ωB97M-V functional and the def2-TZVPD basis.

The calculation puts the LUMO energy (spin up / spin down) at -11.4 / -11.3 eV. Its spin multiplicity is 3. Its expectation value of S² is 2.0172. As for the net charge: +3. The calculation puts the orbital gap (spin up / spin down) at 5.96 / 6.20 eV. As for the energy above the lowest of the compared OMol25 structures with the same formula, charge and spin: 0.0 kcal/mol.

Last column: Mulliken charge in e.
Element x y z (Å)
W 0.7605 -0.4553 -0.5773  0.968
S -5.3681 3.4264 -1.6240  0.313
N -5.1525 1.8380 -1.6250  -0.595
C -3.8490 1.6316 -1.5291  0.588
C -3.1976 0.3424 -1.5195  0.294
C -3.8496 -0.8879 -1.7290  -0.447
C -3.1153 -2.0537 -1.7931  -0.759
C -1.7435 -2.0080 -1.5933  -0.210
N -1.1073 -0.8442 -1.3757  -0.409
C -1.8177 0.3335 -1.3799  0.417
C -1.0464 1.5636 -1.3340  0.414
N 0.3224 1.4359 -1.2906  -0.408
C 1.0986 2.5249 -1.4241  -0.214
C 0.5481 3.7891 -1.5750  -0.756
C -0.8226 3.9397 -1.5489  -0.449
C -1.6516 2.8081 -1.4275  0.306
C -3.0947 2.8346 -1.4842  0.581
N -3.8457 3.9223 -1.5472  -0.594
H -4.9267 -0.8944 -1.8558  0.588
H -3.5912 -3.0059 -1.9833  0.459
H -1.1396 -2.9051 -1.5879  0.520
H 2.1685 2.3711 -1.3910  0.520
H 1.2031 4.6406 -1.6979  0.460
H -1.2824 4.9179 -1.6389  0.587
S 2.6964 -1.8073 3.1243  -0.179
C 1.2845 -0.9426 3.6752  0.474
C 0.8574 -0.7235 4.9809  -0.623
C -0.3052 -0.0011 5.1562  -0.602
C -1.0307 0.4946 4.0651  -0.761
C -0.6045 0.2757 2.7702  -0.474
C 0.5654 -0.4512 2.5904  0.362
N 1.1728 -0.7864 1.3676  -0.239
C 2.3083 -1.5040 1.5200  1.121
C 3.0320 -1.9129 0.3174  0.641
C 4.2023 -2.6480 0.3512  -0.825
C 4.8353 -3.0004 -0.8401  -0.758
C 4.3061 -2.6228 -2.0656  -0.770
C 3.1288 -1.8826 -2.1213  -0.583
C 2.4807 -1.5202 -0.9440  0.437
H 1.4102 -1.1019 5.8308  0.461
H -0.6640 0.1864 6.1590  0.438
H -1.9372 1.0562 4.2468  0.438
H -1.1577 0.6544 1.9170  0.383
H 4.6309 -2.9522 1.3001  0.487
H 5.7513 -3.5761 -0.8032  0.450
H 4.8095 -2.9043 -2.9809  0.453
H 2.7276 -1.5950 -3.0852  0.496

[2]
A structure of composition C25H16BCl72N2O3 at a distorted geometry. Source: the OMol25 dataset; level of theory: the ωB97M-V functional and the def2-TZVPD basis.

The calculation puts the LUMO energy at 0.8 eV. Its spin multiplicity is 1. As for the net charge: -1. The calculation puts the orbital gap at 5.62 eV. As for the energy above the lowest of the compared OMol25 structures with the same formula, charge and spin: 67.2 kcal/mol.

Last column: Mulliken charge in e.
Element x y z (Å)
C -0.7617 0.3576 2.1467  -0.726
C 0.2357 -0.1566 0.9837  -0.184
C 0.8973 -1.5889 1.3842  0.432
C 1.2429 -2.5055 0.1169  -1.292
N 1.7968 -3.8415 0.3980  0.233
B 3.2407 -3.8716 0.7608  -0.107
N 4.2183 -4.2752 -0.3423  -0.022
O 3.8475 -3.5639 2.0358  -0.065
C 0.9201 -4.7611 1.1573  0.270
C 0.9307 -4.6338 2.7591  -0.386
C -0.6248 -4.7513 0.6411  -0.429
O -1.4758 -3.8706 0.9850  -0.647
O -1.0031 -5.7408 -0.2652  -0.632
H -0.4236 1.3849 2.5528  0.145
H -1.8422 0.5201 1.7724  0.049
H -0.7698 -0.3836 3.0318  0.320
H -0.4153 -0.2581 0.0332  0.201
H 1.0461 0.6330 0.8121  0.312
H 0.0901 -2.1202 2.0081  0.142
H 1.8063 -1.3771 2.0645  -0.252
H 0.3232 -2.4985 -0.5845  0.281
H 2.0545 -1.9270 -0.4821  0.335
H 3.7229 -5.0537 -0.8161  0.036
H 4.2857 -3.4713 -1.0004  0.164
H 3.7088 -2.6200 2.2850  0.176
H 1.2816 -5.8366 0.9242  0.390
H -0.1516 -4.6067 3.1602  0.478
H 1.4977 -5.5124 3.2366  0.126
H 1.4099 -3.6578 3.1499  -0.143
C -2.8951 3.2411 -0.0498  0.344
Cl -1.4500 3.6039 0.9168  -0.091
Cl -2.5890 1.8132 -1.0597  -0.081
Cl -4.2652 2.9155 1.0344  -0.125
Cl -3.2755 4.6322 -1.0900  -0.054
C 0.6736 -6.1220 6.7048  0.279
Cl -0.9101 -5.9593 7.4944  -0.118
Cl 1.8886 -6.6080 7.9087  -0.113
Cl 0.5756 -7.3563 5.4319  -0.081
Cl 1.1406 -4.5666 5.9881  -0.002
C -0.7085 6.5020 -3.6240  0.320
Cl -0.0110 6.5313 -1.9910  -0.069
Cl -2.3624 7.1486 -3.5732  -0.059
Cl 0.2804 7.5032 -4.7083  -0.100
Cl -0.7499 4.8245 -4.2204  -0.092
C 1.2643 -8.5623 -2.1417  0.214
Cl 2.5254 -9.8176 -2.1583  -0.134
Cl 0.5892 -8.3818 -3.7756  -0.064
Cl -0.0251 -9.0318 -1.0163  -0.060
Cl 1.9712 -7.0190 -1.6208  -0.014
C 3.3174 4.5615 -6.3712  0.259
Cl 1.7371 4.7645 -5.5848  0.030
Cl 4.5216 4.0743 -5.1597  -0.088
Cl 3.1963 3.3128 -7.6241  -0.066
Cl 3.8076 6.1014 -7.1157  -0.127
C -3.7532 -8.3672 -2.7645  0.263
Cl -4.6712 -7.1745 -3.7115  -0.132
Cl -4.8670 -9.2743 -1.7158  -0.127
Cl -2.9331 -9.4960 -3.8711  -0.092
Cl -2.5477 -7.5331 -1.7685  0.173
C 7.8246 -5.8025 -1.0541  0.285
Cl 8.7654 -5.8170 -2.5628  -0.121
Cl 8.6245 -6.8348 0.1515  -0.115
Cl 7.7243 -4.1407 -0.4358  -0.081
Cl 6.1906 -6.4185 -1.3696  -0.028
C -6.4335 7.2955 0.1351  0.232
Cl -8.1371 7.0562 0.5852  -0.088
Cl -5.7245 8.5584 1.1623  -0.080
Cl -5.5411 5.7772 0.3602  0.019
Cl -6.3354 7.7932 -1.5676  -0.034
C -8.7839 9.1723 -4.7769  0.282
Cl -7.6920 8.0682 -5.6399  -0.093
Cl -10.2053 9.5101 -5.7874  -0.044
Cl -9.3044 8.4195 -3.2550  -0.056
Cl -7.9324 10.6916 -4.4244  -0.095
C 8.1027 7.0621 -6.4793  0.255
Cl 9.0427 7.0516 -7.9876  -0.090
Cl 8.9307 6.0714 -5.2585  -0.088
Cl 7.9533 8.7305 -5.8862  -0.116
Cl 6.4828 6.3952 -6.7848  -0.020
C 4.8426 -2.3358 5.5268  0.233
Cl 5.9308 -3.4294 4.6478  -0.063
Cl 3.4114 -1.9940 4.5279  -0.074
Cl 4.3355 -3.1026 7.0473  -0.037
Cl 5.6920 -0.8156 5.8846  -0.103
C 7.0473 -3.4069 9.8897  0.301
Cl 7.2489 -1.6951 10.3212  -0.108
Cl 8.3711 -4.3561 10.5993  -0.080
Cl 5.4932 -3.9972 10.5192  -0.106
Cl 7.0728 -3.5787 8.1235  -0.013
C -10.4991 6.3314 4.3442  0.314
Cl -9.9937 7.6761 5.3900  -0.101
Cl -12.2634 6.3749 4.1347  -0.106
Cl -9.7089 6.4855 2.7597  -0.036
Cl -10.0295 4.7905 5.0924  -0.098
C -14.3104 8.9147 -7.2287  0.354
Cl -15.8327 9.7824 -6.9354  -0.096
Cl -13.4785 8.6389 -5.6841  -0.075
Cl -14.6580 7.3533 -8.0013  -0.090
Cl -13.2714 9.8848 -8.2948  -0.102
C -0.6545 -11.2333 -7.2393  0.326
Cl -1.5626 -10.4080 -5.9547  -0.052
Cl -1.6771 -11.3847 -8.6852  -0.112
Cl 0.7977 -10.2902 -7.6372  -0.102
Cl -0.1753 -12.8512 -6.6813  -0.108
C 7.4023 2.0619 -8.3442  0.249
Cl 8.3592 2.0799 -9.8418  -0.112
Cl 8.2459 1.0948 -7.1158  -0.100
Cl 7.2034 3.7290 -7.7501  0.086
Cl 5.8145 1.3406 -8.6714  -0.089
C 9.1655 -5.5222 14.7188  0.316
Cl 10.2567 -6.6170 13.8427  -0.099
Cl 7.7395 -5.1823 13.7170  -0.023
Cl 8.6541 -6.2873 16.2390  -0.105
Cl 10.0136 -4.0027 15.0768  -0.097
C -7.8651 12.2265 1.7641  0.290
Cl -6.3438 13.0905 2.0741  -0.100
Cl -9.2268 13.3609 1.8900  -0.104
Cl -7.8268 11.5272 0.1308  -0.041
Cl -8.0637 10.9286 2.9618  -0.060

[3]
A structure of composition C25H16ClN2O4PRhS2 at a distorted geometry. Source: the OMol25 dataset; level of theory: the ωB97M-V functional and the def2-TZVPD basis.

The calculation puts the LUMO energy at 1.4 eV. Its spin multiplicity is 1. As for the net charge: -1. The calculation puts the orbital gap at 6.84 eV. As for the energy above the lowest of the compared OMol25 structures with the same formula, charge and spin: 27.9 kcal/mol.

Last column: Mulliken charge in e.
Element x y z (Å)
Rh 1.1733 -0.9548 0.1001  0.672
Cl -2.5547 -7.1800 0.9414  -0.259
C -1.9656 -5.5941 0.5269  0.232
C -2.8728 -4.6233 0.0758  -0.558
C -2.4259 -3.3739 -0.2603  -0.475
C -1.0470 -3.0256 -0.2047  0.199
O -0.6929 -1.8500 -0.5545  -0.844
C -0.1403 -4.0461 0.2522  0.930
C 1.2656 -3.8325 0.3095  -0.239
O 1.8914 -2.8784 -0.1708  -0.639
C -0.6349 -5.3088 0.6324  -0.973
H -3.9241 -4.8696 0.0083  0.411
H -3.1110 -2.6056 -0.5972  0.474
H 1.8587 -4.6215 0.7933  0.368
H 0.0577 -6.0591 0.9947  0.366
O 0.4462 -0.1962 4.2679  -0.710
C 0.3576 -0.3380 3.0583  0.145
O 0.9456 -1.2006 2.3265  -0.545
C -0.6716 0.5946 2.3280  -0.822
P -0.1999 0.8612 0.5964  1.620
C -1.7408 0.9624 -0.3678  0.717
C -1.6026 0.9755 -1.7558  -0.461
C -2.7184 0.9954 -2.5722  -0.712
C -3.9895 0.9902 -2.0116  -0.482
C -4.1316 0.9922 -0.6326  -0.668
C -3.0127 0.9811 0.1892  -0.445
C 0.3831 2.5885 0.4679  0.482
C -0.2259 3.6126 1.1893  -0.446
C 0.1975 4.9222 1.0338  -0.713
C 1.2258 5.2230 0.1513  -0.412
C 1.8313 4.2081 -0.5734  -0.796
C 1.4133 2.8948 -0.4149  0.115
H -0.7993 1.5116 2.8943  0.416
H -1.5995 0.0197 2.3491  0.417
H -0.6076 0.9424 -2.1870  0.314
H -2.6016 1.0021 -3.6485  0.412
H -4.8644 0.9717 -2.6488  0.380
H -5.1212 0.9966 -0.1925  0.397
H -3.1473 0.9885 1.2632  0.354
H -1.0438 3.3944 1.8645  0.288
H -0.2698 5.7104 1.6110  0.384
H 1.5575 6.2464 0.0294  0.367
H 2.6426 4.4315 -1.2544  0.431
H 1.9000 2.1007 -0.9665  -0.057
S 2.4753 -0.1597 -1.9744  -0.434
C 3.7352 0.1434 -0.8520  0.989
S 3.2620 0.0162 0.7985  -0.307
C 5.0242 0.4772 -1.2249  0.357
C 5.4424 0.5130 -2.5798  -0.011
N 5.8108 0.5444 -3.6725  -0.569
C 6.0070 0.8047 -0.2532  -0.107
N 6.8127 1.1012 0.5170  -0.556